[1]
{
  "formula": "CHF4FeN4O17S4",
  "method": "ωB97M-V/def2-TZVPD",
  "s_squared": 8.759,
  "e_lumo_ev": [4.64, 3.39],
  "spin_multiplicity": 6,
  "charge": -2,
  "symbols": ["Fe", "O", "C", "O", "O", "H", "N", "O", "O", "O", "N", "O", "O", "O", "N", "S", "O", "O", "F", "S", "O", "O", "F", "N", "S", "O", "O", "F", "S", "O", "O", "F"],
  "positions_angstrom": [[-0.123823, -0.200745, -0.434304], [1.185095, 0.430754, -3.954797], [0.761589, 0.159942, -2.729138], [1.528352, 0.267878, -1.729296], [-0.421473, -0.152365, -2.468689], [2.136521, 0.565057, -3.820811], [-2.899659, -1.727819, 0.054295], [-1.756428, -1.128897, -0.061908], [-3.520439, -1.582043, 1.089550], [-3.308800, -2.379336, -0.887963], [1.287079, -3.279833, -0.752621], [0.353945, -2.409927, -0.843876], [2.449226, -2.957749, -0.485048], [1.008598, -4.459452, -1.039177], [0.828459, -0.399817, 1.301636], [0.346769, -0.958372, 2.733352], [0.747277, -0.260544, 3.907194], [0.211832, -2.369567, 2.720394], [-1.167277, -0.445188, 2.645071], [2.461030, -0.047277, 1.711225], [3.112452, -0.958446, 2.573022], [2.716950, 1.342195, 1.742830], [3.003104, -0.454778, 0.303069], [-0.914633, 1.591917, -0.252634], [-2.251396, 2.336829, -0.775160], [-2.084756, 2.956858, -2.033420], [-3.051149, 2.911829, 0.243545], [-3.050387, 1.031932, -1.173737], [-0.237570, 2.963263, 0.534910], [-0.121069, 2.821194, 1.930955], [-0.426700, 4.241089, -0.039415], [1.197285, 2.551422, -0.009063]],
  "forces_ev_per_angstrom": [[0.011, -2.967, -1.539], [0.364, -0.224, -0.117], [-0.630, 0.084, 2.207], [0.773, 0.302, -0.173], [-0.965, -0.091, -1.224], [-0.066, 0.102, -0.258], [-0.626, -0.081, -0.312], [0.452, 0.474, 0.267], [0.207, 0.117, 0.299], [0.283, 0.016, -0.172], [0.568, -0.672, -0.912], [0.026, 0.312, 0.207], [-0.533, 0.236, 0.233], [-0.174, 0.625, 0.364], [3.229, 0.781, 2.913], [-4.841, -0.666, 0.679], [1.254, 0.132, -0.231], [0.611, -0.177, 0.178], [0.420, -0.188, -0.386], [0.709, 0.173, -3.997], [-0.468, -0.274, 0.869], [-0.192, 0.395, 0.997], [0.131, 0.129, 0.092], [-0.967, 4.603, 1.514], [-2.424, -3.046, -2.157], [0.311, 0.935, -0.320], [0.303, 0.628, 0.597], [0.112, 0.024, 0.241], [3.972, -2.247, -0.181], [-0.780, -0.178, 0.624], [-1.026, 0.306, -0.430], [-0.045, 0.437, 0.129]],
  "mulliken_charge": [1.485, -0.494, 0.763, -0.600, -0.575, 0.349, 0.738, -0.361, -0.579, -0.608, 0.819, -0.479, -0.594, -0.695, 0.479, 0.862, -0.604, -0.591, -0.290, 0.850, -0.573, -0.552, -0.231, 0.547, 0.915, -0.593, -0.587, -0.257, 0.795, -0.514, -0.574, -0.254]
}

---

[2]
{
  "formula": "C3H10O2",
  "method": "ωB97M-V/def2-TZVPD",
  "e_lumo_ev": 0.89,
  "smiles": "CC(C)O.O",
  "spin_multiplicity": 1,
  "symbols": ["C", "C", "C", "O", "H", "H", "H", "H", "H", "H", "H", "H", "H", "H", "O"],
  "positions_angstrom": [[-0.270005, 0.568763, -0.245249], [0.520177, 1.544379, 0.501924], [-0.291322, 2.902787, 0.441332], [0.873184, 0.998421, 1.847588], [0.477970, -0.321262, -0.213207], [-1.232021, 0.011185, 0.203218], [-0.598217, 0.608603, -1.393889], [1.511737, 1.684667, -0.029879], [-0.660571, 3.040173, -0.625112], [-1.156770, 2.739963, 1.118409], [0.271738, 3.704600, 0.819853], [0.286213, 0.281226, 1.997933], [0.793715, -5.944250, -1.915273], [-0.439609, -6.189813, -0.855129], [-0.086217, -5.629442, -1.652519]],
  "forces_ev_per_angstrom": [[-1.206, -6.263, -2.181], [0.451, 2.247, 0.215], [-0.653, -2.316, 0.137], [0.142, 2.198, -1.990], [-1.358, 0.787, -0.578], [1.868, 1.951, -0.212], [1.178, 0.854, 2.525], [-1.077, -0.114, 0.686], [0.617, 0.041, 1.424], [0.254, 0.306, -0.521], [0.672, 1.270, 0.221], [-0.886, -0.965, 0.272], [-0.503, -0.163, 0.496], [1.470, 1.472, -2.455], [-0.968, -1.307, 1.960]],
  "mulliken_charge": [-1.191, 0.509, -1.138, -0.520, 0.317, 0.279, 0.304, 0.192, 0.308, 0.276, 0.349, 0.316, 0.325, 0.335, -0.660]
}

---

[3]
{
  "formula": "H2NO4P",
  "method": "ωB97M-V/def2-TZVPD",
  "e_lumo_ev": [-1.23, -1.51],
  "spin_multiplicity": 1,
  "symbols": ["N", "O", "O", "O", "O", "P", "H", "H"],
  "positions_angstrom": [[1.384575, -0.284510, 1.135244], [-0.929579, 1.225014, -0.041425], [-0.391154, -1.430003, 0.746639], [-1.519451, 0.069520, -0.600296], [-0.549377, -1.020322, -0.488496], [1.899957, 0.262640, -0.157617], [-1.194649, 1.173050, 0.862329], [1.299677, 0.004609, -1.456378]],
  "forces_ev_per_angstrom": [[-1.157, -1.230, 1.519], [0.102, -0.294, -1.726], [0.097, 1.141, -1.152], [0.159, 0.378, 0.541], [-0.451, -1.074, 0.438], [2.156, 1.649, -1.597], [-0.356, -0.161, 1.441], [-0.550, -0.411, 0.536]],
  "mulliken_charge": [-0.201, -0.328, -0.198, -0.045, 0.052, 0.222, 0.366, 0.131]
}

---

For the records above, the corresponding energy above the lowest of the compared OMol25 structures with the same formula, charge and spin values read 0.0 146.9 1140.1 kJ/mol.
For the records above, the corresponding F_max values read 4.94 6.74 3.15 eV Å⁻¹.
For the records above, the corresponding E_tot values read -130414.416 -7366.554 -18989.278 eV.